Entry 1:
This record from the OMol25 dataset describes a molecular structure, C33H44N2O4P3S2V in a non-equilibrium geometry. The level of theory is ωB97M-V/def2-TZVPD.

As for the HOMO-LUMO gap (alpha / beta): 6.72 / 7.43 eV. Its energy above the lowest of the compared OMol25 structures with the same formula, charge and spin is 0.00 kcal/mol. The net charge is +3. The spin multiplicity is 2. For the molecular weight, the calculation gives 740.7 g mol⁻¹. For the HOMO energy (alpha / beta), the calculation gives -16.74 / -16.76 eV.

Geometry as XYZ:
```
89
C33H44N2O4P3S2V ωB97M-V/def2-TZVPD
V 0.62 0.44 1.10
N 0.56 0.21 3.33
C 1.88 -0.34 3.76
C 2.97 0.46 3.06
N 2.71 0.36 1.59
H 0.40 1.10 3.79
H -0.18 -0.42 3.63
H 1.92 -1.39 3.45
H 2.00 -0.31 4.84
H 3.96 0.09 3.32
H 2.92 1.51 3.34
H 3.07 -0.52 1.24
H 3.21 1.09 1.08
O 1.32 0.28 -0.66
P 0.85 -0.56 -1.90
C -0.29 -1.87 -1.35
P -0.19 -2.51 0.34
O 0.10 -1.26 1.31
C -1.75 -3.19 0.79
C -2.74 -2.37 1.34
C -3.98 -2.92 1.63
C -4.22 -4.27 1.36
C -3.23 -5.07 0.81
C -1.99 -4.54 0.52
C 1.11 -3.68 0.54
C 1.97 -4.04 -0.50
C 2.96 -4.97 -0.26
C 3.10 -5.54 0.99
C 2.24 -5.19 2.03
C 1.24 -4.26 1.81
C 2.27 -1.33 -2.61
C 3.54 -1.13 -2.05
C 4.64 -1.76 -2.62
C 4.48 -2.58 -3.73
C 3.22 -2.76 -4.29
C 2.12 -2.14 -3.74
C -0.01 0.44 -3.06
C -0.94 -0.11 -3.94
C -1.53 0.69 -4.90
C -1.17 2.03 -4.99
C -0.25 2.58 -4.12
C 0.35 1.79 -3.15
H -0.22 -2.72 -2.03
H -1.31 -1.47 -1.44
H -2.56 -1.33 1.55
H -4.76 -2.31 2.06
H -5.19 -4.69 1.58
H -3.43 -6.12 0.61
H -1.21 -5.17 0.11
H 1.87 -3.61 -1.49
H 3.62 -5.27 -1.07
H 3.87 -6.28 1.17
H 2.34 -5.65 3.00
H 0.55 -4.02 2.61
H 3.67 -0.47 -1.21
H 5.63 -1.60 -2.20
H 5.34 -3.06 -4.17
H 3.11 -3.39 -5.17
H 1.15 -2.27 -4.20
H -1.23 -1.15 -3.88
H -2.25 0.27 -5.59
H -1.63 2.66 -5.75
H 0.03 3.63 -4.20
H 1.07 2.22 -2.47
C -2.41 3.65 3.94
C -2.97 3.28 2.59
C -4.29 3.93 2.25
O -1.99 3.77 1.55
P -0.96 3.02 0.70
S -1.48 1.11 0.26
S 0.80 2.70 1.66
O -0.75 3.81 -0.60
C -0.74 5.31 -0.85
C 0.02 6.03 0.24
C -2.16 5.76 -1.03
H -3.10 3.33 4.71
H -2.29 4.73 4.02
H -1.44 3.18 4.12
H -3.02 2.20 2.46
H -4.22 5.01 2.33
H -5.04 3.58 2.96
H -4.61 3.66 1.25
H -0.18 5.35 -1.78
H -0.54 6.06 1.17
H 0.19 7.05 -0.09
H 1.00 5.58 0.42
H -2.73 5.67 -0.11
H -2.66 5.18 -1.82
H -2.16 6.80 -1.33
```

Entry 2:
This record from the OMol25 dataset describes a molecular structure, C14H18F6N5O6RhS4 in a non-equilibrium geometry. The level of theory is ωB97M-V/def2-TZVPD.

As for the HOMO-LUMO gap (alpha / beta): 6.90 / 5.23 eV. Its energy above the lowest of the compared OMol25 structures with the same formula, charge and spin is 0.00 kcal/mol. The net charge is +2. The spin multiplicity is 5. For the molecular weight, the calculation gives 697.5 g mol⁻¹. For the HOMO energy (alpha / beta), the calculation gives -13.44 / -13.44 eV.

Geometry as XYZ:
```
54
C14H18F6N5O6RhS4 ωB97M-V/def2-TZVPD
Rh -0.77 -0.34 -0.33
O 3.60 -1.16 -0.44
C 4.06 0.08 -0.49
C 5.45 0.28 -0.38
C 5.97 1.57 -0.42
C 5.11 2.67 -0.57
C 3.73 2.48 -0.68
C 3.19 1.16 -0.64
C 1.75 0.84 -0.70
O 1.33 -0.38 -0.47
N 0.88 1.83 -0.96
N -0.36 1.46 -0.79
C -1.29 2.54 -0.99
S -2.73 2.51 -1.95
C -3.26 4.21 -1.59
C -2.37 4.85 -0.48
S -0.77 3.99 -0.39
H 2.54 -1.06 -0.45
H 6.07 -0.59 -0.30
H 7.04 1.72 -0.35
H 5.50 3.68 -0.63
H 3.05 3.31 -0.82
H -4.33 4.17 -1.35
H -3.16 4.76 -2.54
H -2.84 4.78 0.52
H -2.13 5.92 -0.66
F -5.92 -1.57 1.65
C -5.36 -0.71 0.77
F -5.83 0.52 1.02
F -5.76 -1.08 -0.46
S -3.47 -0.85 0.86
O -2.84 0.23 0.01
O -3.22 -2.16 0.32
N -3.16 -0.64 2.37
S -1.70 -0.61 2.95
O -0.74 -1.27 2.01
O -1.68 -1.05 4.30
C -1.18 1.23 2.95
F -0.77 1.74 1.77
F -0.16 1.34 3.82
F -2.18 2.03 3.38
N 1.88 -5.22 -0.64
C 0.48 -4.63 -0.69
C 0.64 -3.11 -0.60
N -0.67 -2.39 -0.75
H 1.79 -6.23 -0.65
H 2.37 -4.96 0.23
H 2.42 -4.92 -1.47
H -0.11 -5.06 0.15
H -0.01 -4.95 -1.63
H 1.31 -2.80 -1.42
H 1.08 -2.82 0.36
H -1.38 -2.73 -0.09
H -1.07 -2.61 -1.69
```

Entry 3:
This record from the OMol25 dataset describes a gas-phase ion, C5H13N2O (charge -1) in a non-equilibrium geometry. The level of theory is ωB97M-V/def2-TZVPD.

As for the HOMO-LUMO gap: 6.33 eV. Its energy above the lowest of the compared OMol25 structures with the same formula, charge and spin is 48.72 kcal/mol. The net charge is -1. For the molecular weight, the calculation gives 117.2 g mol⁻¹. For the HOMO energy, the calculation gives -2.41 eV. The SMILES is CN[C@@H](C[O-])CCN.

Geometry as XYZ:
```
21
C5H13N2O ωB97M-V/def2-TZVPD
C 2.45 -1.03 -1.00
N 1.39 -0.05 -1.13
C 0.56 0.08 0.02
C 0.36 1.82 0.32
O 1.20 2.45 -0.50
C -0.76 -0.70 -0.07
C -1.73 -0.45 1.08
N -2.90 0.35 0.76
H 2.02 -2.03 -0.86
H 3.29 -0.57 -0.40
H 2.91 -1.12 -2.01
H 1.76 0.85 -1.46
H 1.07 -0.41 0.87
H -0.69 1.89 -0.07
H 0.48 1.98 1.39
H -0.45 -1.77 -0.09
H -1.13 -0.55 -1.11
H -1.26 0.14 1.93
H -1.83 -1.42 1.63
H -2.94 0.57 -0.23
H -3.82 -0.04 0.92
```

Entry 4:
This record from the OMol25 dataset describes 2 unconnected molecules or ions with the total composition C6H16 in a non-equilibrium geometry. The level of theory is ωB97M-V/def2-TZVPD.

As for the HOMO-LUMO gap: 12.22 eV. Its energy above the lowest of the compared OMol25 structures with the same formula, charge and spin is 19.85 kcal/mol. For the molecular weight, the calculation gives 88.2 g mol⁻¹. For the HOMO energy, the calculation gives -11.10 eV. The SMILES is CCC.CCC.

Geometry as XYZ:
```
22
C6H16 ωB97M-V/def2-TZVPD
C 0.39 1.92 0.14
C -0.37 1.65 1.43
C 0.64 1.09 2.46
H 1.04 1.08 -0.12
H -0.21 1.99 -0.77
H 1.05 2.79 0.20
H -1.13 0.89 1.26
H -0.70 2.59 1.87
H 1.38 0.48 1.93
H 0.32 0.54 3.34
H 1.24 1.95 2.79
C -1.40 -1.20 -1.95
C -0.44 -1.25 -0.76
C 0.83 -2.08 -1.10
H -1.73 -0.17 -2.15
H -1.03 -1.52 -2.92
H -2.30 -1.76 -1.70
H -0.88 -1.71 0.12
H -0.16 -0.24 -0.45
H 1.80 -1.59 -1.13
H 0.69 -2.53 -2.08
H 0.95 -2.94 -0.43
```

Entry 5:
This record from the OMol25 dataset describes a single C3H5NO molecule. The level of theory is ωB97M-V/def2-TZVPD.

As for the HOMO-LUMO gap: 9.73 eV. Its energy above the lowest of the compared OMol25 structures with the same formula, charge and spin is 54.40 kcal/mol. For the molecular weight, the calculation gives 71.1 g mol⁻¹. For the HOMO energy, the calculation gives -8.84 eV.

Geometry as XYZ:
```
10
C3H5NO ωB97M-V/def2-TZVPD
C 0.72 0.40 0.65
O 0.77 0.52 -0.72
C -0.26 -0.37 -1.18
C -1.37 -0.39 -0.14
N -0.72 0.10 0.89
H 1.08 1.32 1.13
H 1.31 -0.46 1.02
H -1.11 0.32 1.80
H 0.14 -1.40 -1.26
H -0.57 -0.04 -2.18
```

Entry 6:
This record from the OMol25 dataset describes 2 unconnected molecules or ions with the total composition C4H9N2O in a non-equilibrium geometry. The level of theory is ωB97M-V/def2-TZVPD.

As for the HOMO-LUMO gap: 10.88 eV. Its energy above the lowest of the compared OMol25 structures with the same formula, charge and spin is 12.41 kcal/mol. The net charge is +1. For the molecular weight, the calculation gives 101.1 g mol⁻¹. For the HOMO energy, the calculation gives -13.98 eV.

Geometry as XYZ:
```
16
C4H9N2O ωB97M-V/def2-TZVPD
C 0.56 -1.58 -1.38
C 0.36 -0.29 -0.72
C 1.07 0.41 0.19
N 0.30 1.51 0.56
C -0.76 1.57 -0.23
N -0.79 0.45 -0.92
H 0.83 -2.40 -0.71
H 1.40 -1.54 -2.09
H -0.24 -2.03 -1.97
H 2.08 0.27 0.52
H 0.65 2.21 1.19
H -1.52 2.33 -0.26
H -1.54 0.17 -1.54
H -0.17 0.12 2.47
H -1.43 -0.70 2.80
O -0.80 -0.50 2.10
```